Record 1
Molecular formula: C18H40OP2SiV
Method: DFT, the ωB97M-V functional and the def2-TZVPD basis

- multiplicity = 4
- lowest unoccupied orbital energy (spin up / spin down) (Eh) = 0.017 / 0.013

Cartesian coordinates (Å):
P -0.5004 1.3297 -0.9194
P 0.5639 -0.4280 1.4782
C -0.2139 -0.4880 -1.2142
C -0.2546 -1.3158 0.0676
H 0.7684 -0.5553 -1.7086
H -0.9711 -0.8275 -1.9363
H -1.2894 -1.5117 0.3969
H 0.2447 -2.2871 -0.0685
C 2.3446 -0.7793 1.3268
H 2.8331 -0.4076 2.2386
H 2.7660 -0.2479 0.4634
H 2.5108 -1.8599 1.2275
C 0.0245 -1.2129 3.0139
H 0.1778 -2.2988 2.9725
H -1.0349 -0.9796 3.1766
H 0.6105 -0.7763 3.8335
C 0.0822 2.0427 -2.4789
H -0.1684 3.1061 -2.5240
H -0.3696 1.5046 -3.3215
H 1.1746 1.9394 -2.5186
C -2.3288 1.3932 -0.8597
H -2.6896 0.8446 0.0207
H -2.7320 0.9444 -1.7760
H -2.6641 2.4308 -0.7744
V 0.3128 1.9084 1.2784
C -0.5851 -4.7470 -1.3064
C 0.7030 -4.4912 -1.5766
C 1.3586 -4.5998 -2.9288
C 0.4742 -4.2285 -4.1472
C -0.3213 -2.9638 -3.9942
C -1.5476 -2.8511 -3.4677
C -2.3996 -3.9859 -2.9629
C -1.6398 -5.1595 -2.2918
C -0.6128 3.6154 0.0906
H -0.9422 -4.7193 -0.2692
H 1.4084 -4.2957 -0.7586
H 1.7415 -5.6240 -3.0905
H 2.2477 -3.9484 -2.9222
H 1.1601 -4.0780 -4.9946
H -0.1634 -5.0817 -4.4022
H 0.1760 -2.0817 -4.4184
H -2.0682 -1.8842 -3.4938
H -3.0095 -4.4055 -3.7841
H -3.1222 -3.5699 -2.2414
H -2.3912 -5.7412 -1.7371
H -1.2366 -5.8182 -3.0683
H -1.2267 3.8190 0.9855
H -1.2435 3.7608 -0.7966
H 0.2531 4.2933 0.0431
C -0.7595 4.9554 4.2306
Si 0.9248 4.2872 3.6901
C 1.7710 5.6583 2.6949
C 1.9530 4.1305 5.2770
O 0.8461 2.9117 2.9058
H -0.6039 5.7976 4.9181
H -1.3329 4.1841 4.7573
H -1.3685 5.3062 3.3892
H 1.9273 6.5334 3.3394
H 2.7497 5.3173 2.3377
H 1.1915 5.9737 1.8198
H 1.5140 3.3700 5.9333
H 2.9700 3.8091 5.0219
H 2.0077 5.0837 5.8236

Charges obtained by Löwdin population analysis, quoted in units of e: 0.715 0.753 -0.411 -0.382 0.083 0.045 0.087 0.052 -0.256 0.050 0.043 0.043 -0.263 0.047 0.047 0.051 -0.242 0.040 0.049 0.052 -0.238 0.050 0.045 0.032 0.399 -0.116 -0.125 -0.184 -0.200 -0.111 -0.130 -0.181 -0.199 -0.273 0.105 0.098 0.118 0.107 0.109 0.097 0.106 0.096 0.119 0.108 0.110 0.097 -0.004 -0.028 -0.001 -0.181 0.215 -0.180 -0.186 -0.472 0.025 0.022 0.018 0.025 0.023 0.014 0.020 0.021 0.026


Record 2
Molecular formula: C18H40P2PtSi
Method: DFT, the ωB97M-V functional and the def2-TZVPD basis

- multiplicity = 3
- lowest unoccupied orbital energy (spin up / spin down) (Eh) = -0.009 / -0.039

Cartesian coordinates (Å):
P -0.2980 -1.7409 -2.4136
P 0.5330 1.8494 -1.8684
C -0.0710 -0.3824 -3.7386
C 0.9313 0.6916 -3.3048
H -1.0784 -0.0213 -3.9891
H 0.2413 -0.9025 -4.6551
H 1.9405 0.2483 -3.1704
H 0.9987 1.3924 -4.1525
C -0.4266 3.1922 -2.6571
H -0.4186 4.0167 -1.9313
H -1.4663 2.8724 -2.8518
H 0.0470 3.5148 -3.5966
C 2.1116 2.5643 -1.3378
H 2.4461 3.2622 -2.1055
H 2.9033 1.8184 -1.1919
H 1.9469 3.1054 -0.4002
C -1.7967 -2.8691 -2.8456
H -1.8027 -3.7809 -2.2152
H -1.7657 -3.2004 -3.9003
H -2.7534 -2.3350 -2.6981
C 0.8192 -3.0464 -3.4327
H 1.7897 -2.6038 -3.6769
H 0.3368 -3.3116 -4.3817
H 1.0075 -3.9840 -2.8890
Pt 1.0186 -0.0155 3.5578
C -0.7823 0.9881 -1.0015
C -1.4676 -0.2516 -1.5665
C -2.2023 -1.0332 -0.4693
C -1.2755 -2.0733 0.2055
C -0.1295 -2.5574 -0.6573
C 0.9936 -1.7225 -1.1799
C 1.2312 -0.4404 -0.2877
C 0.1373 0.5233 0.1897
C 1.1551 -2.0020 3.0917
H -1.4853 1.7798 -0.6260
H -2.1236 0.0325 -2.4431
H -2.9893 -1.6614 -0.9251
H -2.6674 -0.3308 0.2253
H -0.9464 -1.7747 1.2133
H -1.9182 -2.9426 0.3897
H -0.0881 -3.6357 -0.7534
H 1.9204 -2.2756 -1.3574
H 1.9580 0.1944 -0.7964
H 1.7782 -0.7571 0.5941
H -0.5154 0.0911 0.9347
H 0.5704 1.3642 0.7537
H 2.0492 -2.3861 3.6219
H 1.2182 -2.1867 2.0086
H 0.2282 -2.4068 3.5154
C -0.5352 0.8725 6.1310
Si 0.0387 1.6806 4.5329
C -1.4329 2.1533 3.4658
C 1.5771 2.7331 4.4880
H -1.5873 1.0995 6.3103
H 0.0448 1.2215 6.9855
H -0.4247 -0.2185 6.0555
H -1.7367 3.1807 3.6958
H -1.1981 2.0835 2.3970
H -2.2835 1.4916 3.6785
H 1.6690 3.3203 5.3991
H 2.4683 2.0953 4.3907
H 1.5575 3.4169 3.6365

Charges obtained by Löwdin population analysis, quoted in units of e: 0.764 0.977 -0.298 -0.272 0.076 0.079 0.101 0.082 -0.178 0.063 0.071 0.058 -0.148 0.070 0.069 0.074 -0.142 0.066 0.048 0.040 -0.209 0.031 0.024 0.042 0.454 -0.372 -0.316 -0.189 -0.171 -0.214 -0.291 -0.164 -0.251 -0.401 0.137 0.108 0.093 0.118 0.097 0.116 0.117 0.129 0.047 0.084 0.064 0.088 -0.057 -0.084 -0.059 -0.256 0.216 -0.263 -0.291 0.006 0.009 0.004 0.005 -0.019 0.020 0.006 -0.012 0.006


Record 3
Molecular formula: C18H41AsCrN2O4S4Si
Method: DFT, the ωB97M-V functional and the def2-TZVPD basis

- multiplicity = 5
- net charge = -2
- lowest unoccupied orbital energy (spin up / spin down) (Eh) = 0.141 / 0.141

Cartesian coordinates (Å):
Cr 0.8950 -2.2229 0.6532
S 3.5121 -1.6567 3.3941
As 2.8944 -3.5295 2.5371
S 3.0050 -3.3313 0.3424
S 0.6447 -3.6123 2.6214
S 3.8182 -5.3111 3.2722
C -3.5757 -4.6641 0.5098
C -3.8421 -3.2706 1.0648
N -3.5497 -2.2130 0.1079
C -4.6784 -1.6196 -0.5846
C -5.2865 -2.5045 -1.6710
C -2.2536 -1.7881 -0.1043
C -1.9864 -0.9270 -1.3048
N -1.2673 -2.1303 0.6390
H -3.7727 -5.4225 1.2697
H -2.5286 -4.7536 0.2195
H -4.1980 -4.8729 -0.3603
H -3.2544 -3.1399 1.9757
H -4.8837 -3.1521 1.3756
H -4.3691 -0.6672 -1.0080
H -5.4408 -1.3787 0.1654
H -4.4993 -2.9559 -2.2757
H -5.9318 -1.9190 -2.3297
H -5.8870 -3.3101 -1.2459
H -2.0996 0.1291 -1.0533
H -2.6480 -1.1716 -2.1369
H -0.9395 -1.0605 -1.5797
H -1.5105 -2.7224 1.4298
C -1.4210 1.2730 2.1802
C 0.0942 1.4696 2.1900
C 0.6782 1.0533 3.5324
C 0.4379 2.9212 1.8742
O 0.6281 0.5869 1.2201
Si 1.1785 0.6491 -0.3283
O 1.1915 -0.8444 -0.8589
O 2.5336 1.5721 -0.4678
C 3.9145 1.3460 -0.1330
C 4.6969 2.3080 -1.0166
C 4.3178 -0.0906 -0.4039
C 4.1107 1.6823 1.3388
O 0.0506 1.6381 -1.0989
C 0.1492 2.2111 -2.3912
C 0.8522 3.5625 -2.2878
C 0.9026 1.2890 -3.3472
C -1.2797 2.4132 -2.8851
H -1.9093 1.9070 2.9267
H -1.6508 0.2286 2.3954
H -1.8188 1.5244 1.1938
H 0.1806 1.5851 4.3499
H 1.7465 1.2687 3.5699
H 0.5772 -0.0234 3.6725
H 0.0778 3.5624 2.6845
H -0.0154 3.2434 0.9358
H 1.5182 3.0442 1.7915
H 4.5500 2.0569 -2.0696
H 5.7635 2.2484 -0.7902
H 4.3600 3.3354 -0.8559
H 4.0086 -0.3959 -1.4053
H 3.8678 -0.7889 0.3009
H 5.4027 -0.1953 -0.3153
H 3.7628 2.6983 1.5454
H 5.1685 1.6117 1.6037
H 3.5715 0.9686 1.9644
H 1.8332 3.4432 -1.8304
H 0.2663 4.2426 -1.6644
H 0.9688 4.0134 -3.2784
H 1.9256 1.1241 -3.0076
H 0.9368 1.7309 -4.3478
H 0.4183 0.3135 -3.3995
H -1.8419 3.0005 -2.1564
H -1.7791 1.4513 -3.0102
H -1.2920 2.9386 -3.8438

Charges obtained by Löwdin population analysis, quoted in units of e: 0.125 -0.211 -0.515 -0.030 -0.102 -0.309 -0.067 -0.214 -0.095 -0.235 -0.087 -0.385 -0.006 0.062 0.074 0.081 0.056 0.113 0.113 0.102 0.112 0.075 0.066 0.062 0.079 0.077 0.067 -0.014 -0.029 -0.640 -0.032 -0.028 -0.117 0.003 -0.375 -0.116 -0.633 -0.048 -0.054 -0.036 -0.124 -0.658 -0.032 -0.033 -0.043 0.077 0.080 0.076 0.079 0.071 0.077 0.081 0.072 0.070 0.079 0.077 0.075 0.088 0.005 0.091 0.074 0.087 0.040 0.070 0.080 0.078 0.078 0.081 0.085 0.083 0.068 0.078


| no. | energy (eV) | strongest force on any atom (eV/Å) |
| --- | --- | --- |
| 1 | -73504.933 | 2.9 |
| 2 | -49007.570 | 4.7 |
| 3 | -170991.491 | 0.5 |